## P
2 unconnected molecules or ions with the total composition C18H18N2. Source: OMol25; level of theory: ωB97M-V with the def2-TZVPD basis set.

Each line ends with the Mulliken charge.
Element x y z (Å)
C  -0.1506  -2.1633  -4.6196  -1.400
C  0.2395  -1.3263  -3.4611  0.807
C  1.3406  -1.5930  -2.6764  -1.050
N  1.3661  -0.5907  -1.6647  -0.010
C  0.2584  0.2182  -1.8222  0.266
C  -0.1229  1.2495  -0.9557  -0.743
C  -1.3598  1.8200  -1.2530  -0.482
C  -2.1004  1.4110  -2.3960  -0.798
C  -1.6284  0.4539  -3.2617  -0.429
C  -0.3873  -0.1308  -3.0151  0.544
H  -1.1624  -2.4936  -4.3905  0.291
H  0.4516  -3.0113  -4.9409  0.356
H  -0.2435  -1.5724  -5.5471  0.314
H  2.1750  -2.2317  -2.9025  0.369
H  2.1960  -0.4996  -1.1276  0.318
H  0.3149  1.4588  0.0228  0.464
H  -1.5776  2.7593  -0.7607  0.435
H  -3.1132  1.7437  -2.4864  0.392
H  -2.1318  0.1221  -4.1890  0.348
C  -2.4259  0.2661  2.1502  -1.272
C  -1.1106  0.6878  2.6666  0.819
C  -1.0055  1.5386  3.7071  -0.649
N  0.2976  1.4181  4.3058  -0.279
C  1.0756  0.6384  3.5072  -0.389
C  2.4189  0.4594  3.4315  -0.555
C  2.9392  -0.4846  2.5007  -0.656
C  2.0732  -1.2147  1.7204  -0.769
C  0.6689  -0.9871  1.6892  -0.120
C  0.2263  0.0741  2.4281  0.520
H  -2.7876  -0.6243  2.6391  0.321
H  -2.3399  0.0672  1.0395  0.191
H  -3.2435  1.0324  2.2523  0.349
H  -1.5735  2.1987  4.3545  0.422
H  0.7449  2.3140  4.6395  0.278
H  3.1213  1.0322  4.0384  0.360
H  3.9851  -0.6254  2.4827  0.455
H  2.4301  -1.8258  0.9029  0.522
H  0.1411  -1.5886  0.9916  0.461

Output
Gap between HOMO and LUMO = 8.5 eV
Charge = 0
SMILES = Cc1c[nH]c2ccccc12.Cc1c[nH]c2ccccc12
LUMO energy = 0.8640 eV

---

## Q
2 unconnected molecules or ions with the total composition C18H18N2. Source: OMol25; level of theory: ωB97M-V with the def2-TZVPD basis set.

Each line ends with the Mulliken charge.
Element x y z (Å)
C  0.7744  4.0743  0.1483  -1.380
C  0.7319  2.6128  0.4748  0.163
C  -0.2183  1.7088  0.1135  -0.403
N  0.0586  0.4694  0.6637  0.321
C  1.1111  0.5986  1.5321  -0.312
C  1.7055  -0.3144  2.3951  -0.548
C  2.8687  0.0747  3.0231  -0.586
C  3.3589  1.3879  2.8921  -0.539
C  2.7154  2.3229  2.1154  -0.525
C  1.5739  1.9197  1.3987  0.871
H  -0.1704  4.4167  -0.2653  0.360
H  1.6262  4.3369  -0.4806  0.293
H  0.9194  4.6161  1.0879  0.350
H  -0.9628  1.7433  -0.6689  0.395
H  -0.6370  -0.2562  0.6623  0.048
H  1.2763  -1.2672  2.6768  0.382
H  3.3958  -0.5520  3.6927  0.409
H  4.2573  1.6900  3.4162  0.361
H  2.9705  3.3729  2.0647  0.348
C  -2.9185  -2.6229  0.6701  -1.486
C  -2.5328  -1.6760  -0.4220  0.551
C  -3.2540  -0.6858  -1.0230  -0.675
N  -2.6100  -0.2439  -2.1653  0.016
C  -1.4898  -1.0315  -2.3822  -0.440
C  -0.4608  -0.9145  -3.3189  -0.888
C  0.7113  -1.5996  -3.0433  -0.493
C  0.7920  -2.5574  -2.0187  -0.770
C  -0.2265  -2.6470  -1.0926  -0.240
C  -1.3436  -1.8159  -1.2316  1.188
H  -3.4885  -3.4316  0.2357  0.354
H  -3.4370  -2.0555  1.4385  0.359
H  -2.1271  -3.2291  1.1055  0.322
H  -4.1386  -0.2325  -0.6039  0.413
H  -3.1538  0.2090  -2.8825  0.251
H  -0.5419  -0.3295  -4.2249  0.404
H  1.5343  -1.4649  -3.7348  0.401
H  1.5465  -3.3250  -2.0030  0.403
H  -0.2164  -3.3017  -0.2458  0.320

Output
Gap between HOMO and LUMO = 8.3 eV
Charge = 0
SMILES = Cc1c[nH]c2ccccc12.Cc1c[nH]c2ccccc12
LUMO energy = 0.7377 eV

---

Short version: Q, P, most stable first.

---

## P
A molecular structure, C14H10ClNO4SSeZr. Source: OMol25; level of theory: ωB97M-V with the def2-TZVPD basis set.

Each line ends with the Mulliken charge.
Element x y z (Å)
Zr  -0.1336  0.6269  -0.1910  0.337
O  -0.8699  -0.7041  -1.8162  -0.541
C  0.0157  -1.4922  -1.3625  0.567
O  0.1179  -1.5691  -0.0916  -0.467
C  1.1383  -1.8794  -2.2466  0.880
C  1.3679  -3.1304  -2.7885  -0.386
C  2.4648  -3.3274  -3.6130  -0.547
C  3.3242  -2.2711  -3.8772  -0.533
C  3.1021  -1.0197  -3.3219  -0.626
C  2.0035  -0.8028  -2.4967  0.454
S  1.7999  0.8191  -1.7852  -0.373
H  0.6871  -3.9429  -2.5699  0.432
H  2.6487  -4.3016  -4.0446  0.380
H  4.1838  -2.4219  -4.5169  0.376
H  3.7860  -0.2048  -3.5179  0.422
Cl  -3.2198  0.4434  0.3561  -0.098
C  -3.2835  2.2265  0.0961  -0.253
C  -1.8441  2.4269  -0.3174  0.589
O  -1.4884  2.1656  -1.4808  -0.539
O  -0.9790  2.4605  0.6276  -0.556
H  -3.5303  2.6961  1.0413  0.305
H  -3.9961  2.4294  -0.6943  0.363
Se  1.7392  0.7004  1.6689  -0.054
C  0.2699  0.8492  2.8976  -0.294
C  0.0604  2.0028  3.6468  -0.237
C  -1.0971  2.1089  4.3977  -0.344
N  -2.0475  1.1739  4.4401  -0.624
C  -1.8356  0.0673  3.7402  -0.456
C  -0.6987  -0.1525  2.9686  0.095
H  0.7761  2.8127  3.6212  0.392
H  -1.2822  2.9987  4.9896  0.369
H  -2.6094  -0.6917  3.7899  0.401
H  -0.5702  -1.0966  2.4506  0.568

Output
Gap between HOMO and LUMO = 7.5 eV
Charge = 0
LUMO energy = -0.7478 eV

---

## Q
A molecular structure, C14H10ClNO4SSeZr. Source: OMol25; level of theory: ωB97M-V with the def2-TZVPD basis set.

Each line ends with the Mulliken charge.
Element x y z (Å)
Zr  -0.2786  0.5504  -0.2247  0.152
O  -0.9826  -0.5886  -1.8630  -0.486
C  -0.1170  -1.3830  -1.4002  0.759
O  -0.1012  -1.4913  -0.1231  -0.321
C  1.0597  -1.7630  -2.2105  0.619
C  1.3563  -3.0347  -2.6678  -0.383
C  2.5103  -3.2462  -3.4035  -0.571
C  3.3655  -2.1817  -3.6526  -0.521
C  3.0772  -0.9123  -3.1788  -0.619
C  1.9099  -0.6698  -2.4569  0.393
S  1.5600  0.9721  -1.8915  -0.409
H  0.6802  -3.8499  -2.4407  0.428
H  2.7373  -4.2353  -3.7774  0.379
H  4.2744  -2.3446  -4.2175  0.377
H  3.7577  -0.0898  -3.3570  0.426
Cl  -3.0170  0.2766  0.4092  -0.071
C  -3.1624  2.0720  0.3406  -0.188
C  -1.7706  2.3181  -0.2087  0.444
O  -1.5297  2.1353  -1.4062  -0.472
O  -0.8210  2.2886  0.6505  -0.410
H  -3.3008  2.4483  1.3484  0.293
H  -3.9647  2.3342  -0.3377  0.386
Se  1.6937  0.3708  1.4438  -0.087
C  0.2334  0.7081  2.6454  -0.465
C  0.1733  1.8856  3.3912  -0.209
C  -0.9529  2.1324  4.1498  -0.389
N  -1.9999  1.3040  4.2165  -0.628
C  -1.9232  0.1707  3.5364  -0.481
C  -0.8396  -0.1794  2.7328  0.202
H  0.9857  2.5970  3.3427  0.404
H  -1.0335  3.0437  4.7333  0.367
H  -2.7732  -0.4969  3.6391  0.400
H  -0.8066  -1.1411  2.2379  0.683

Output
Gap between HOMO and LUMO = 7.2 eV
Charge = 0
LUMO energy = -0.6294 eV

---

Short version: P, Q, most stable first.

---

## P
2 unconnected molecules or ions with the total composition C3H11NO. Source: OMol25; level of theory: ωB97M-V with the def2-TZVPD basis set.

Each line ends with the Mulliken charge.
Element x y z (Å)
C  -0.1357  2.6614  -0.5160  -0.758
O  0.2876  1.3557  -0.5015  -0.732
H  0.7639  3.3122  -0.6529  0.213
H  -0.9587  2.8151  -1.2264  0.213
H  -0.4661  3.1641  0.4406  0.216
C  0.7633  -0.8372  1.0959  -0.820
N  -0.4972  -1.4195  0.5896  -0.118
C  -0.3951  -1.5105  -0.8871  -0.757
H  0.9002  -0.9269  2.1796  0.342
H  1.6726  -1.2372  0.6665  0.328
H  0.7249  0.2427  0.9082  0.291
H  -1.2142  -0.7348  0.8319  0.342
H  -0.6735  -2.3423  0.9771  0.348
H  -0.6647  -0.5319  -1.3082  0.267
H  -0.7421  -2.4442  -1.3258  0.372
H  0.6350  -1.5668  -1.2715  0.254

Output
Gap between HOMO and LUMO = 6.2 eV
Charge = 0
LUMO energy = -0.0045 eV

---

## Q
2 unconnected molecules or ions with the total composition C3H11NO. Source: OMol25; level of theory: ωB97M-V with the def2-TZVPD basis set.

Each line ends with the Mulliken charge.
Element x y z (Å)
C  -0.2456  1.1735  0.8343  -1.006
N  -0.2853  -0.1243  0.0936  -0.092
C  -0.2401  -1.1467  1.1561  -1.037
C  -1.5457  -0.2195  -0.6457  -0.956
H  0.7739  1.3184  1.1816  0.328
H  -0.9722  1.2467  1.6464  0.380
H  -0.4360  1.9512  0.0912  0.400
H  -0.0276  -2.1161  0.6877  0.316
H  0.5790  -0.9495  1.8415  0.341
H  -1.1974  -1.2600  1.6761  0.329
H  -1.4799  -1.0144  -1.3881  0.296
H  -1.7023  0.7244  -1.1653  0.341
H  -2.4029  -0.4138  0.0113  0.356
O  2.1881  0.3728  -1.3037  -0.684
H  2.5665  -0.4928  -1.5111  0.293
H  1.2196  0.2756  -1.2211  0.395

Output
Gap between HOMO and LUMO = 10.2 eV
Charge = 0
SMILES = CN(C)C.O
LUMO energy = 0.9551 eV

---

Short version: Q, P, most stable first.